Molecular formula: C4H10N2O
Method: DFT, ωB97M-V/def2-TZVPD

```
17
Properties=species:S:1:pos:R:3
O 2.89 -1.20 -0.52
H 0.34 -1.86 0.39
H -3.25 1.20 0.33
C -1.68 -0.07 0.87
H 0.19 1.83 0.34
H -0.64 1.92 -1.10
N -2.53 1.03 1.02
C -0.51 0.04 -0.30
H -2.32 -0.89 0.50
H 1.55 -0.42 -1.79
H -0.95 -0.33 -1.23
N -0.02 1.35 -0.53
H -2.74 1.30 1.97
C 0.63 -0.83 0.19
H -1.17 -0.22 1.80
C 1.81 -0.82 -0.80
H 0.98 -0.44 1.15
```

- E: -342.81518 a.u.
- Total charge: +1
- HOMO (spin up / spin down): -13.81 / -13.51 eV
- ⟨S²⟩: 0.7566
- Gap between HOMO and LUMO (spin up / spin down): 10.4653 / 5.1267 eV
- Multiplicity: 2



Molecular formula: C8H5O3S
Method: DFT, ωB97M-V/def2-TZVPD

```
17
Properties=species:S:1:pos:R:3
C -1.82 1.77 0.22
C -0.05 -0.19 -0.57
S 2.14 1.03 0.39
H -1.73 -1.19 -1.42
C -1.39 -0.32 -0.87
C -2.28 0.67 -0.48
C -0.47 1.91 0.51
C 0.43 0.94 0.12
H -2.52 2.53 0.54
C 1.85 -2.05 0.98
O 0.89 -1.78 1.70
O 0.88 -1.05 -1.11
H 2.84 -1.49 -0.98
H -0.12 2.78 1.05
O 2.72 -2.92 1.02
H -3.33 0.57 -0.73
C 1.97 -1.23 -0.36
```

- E: -931.79807 a.u.
- Total charge: -1
- HOMO: -4.05 eV
- Gap between HOMO and LUMO: 7.3952 eV
- Multiplicity: 1



Molecular formula: C37H33Br2CaN5OPSTe
Method: DFT, ωB97M-V/def2-TZVPD

```
82
Properties=species:S:1:pos:R:3
C 2.91 0.32 3.76
C -0.78 -1.27 3.37
H 1.07 5.43 1.01
C 3.61 -2.05 -1.09
C -0.75 -0.89 -5.07
C -3.60 -0.84 -1.92
Br 1.37 -3.80 0.88
C 0.19 -0.22 -7.19
C -1.10 1.98 5.03
H -4.54 -2.56 -1.02
C -1.21 -2.20 -1.55
H 1.67 4.45 -3.13
H -2.86 -0.27 1.25
P 0.36 -0.02 -2.53
H 1.61 3.75 2.75
Ca 1.96 0.30 0.56
H 4.56 -3.84 -1.83
H -2.85 -2.28 5.87
H -2.50 3.96 1.19
H -2.40 0.75 -2.70
N 2.32 1.88 2.26
C 2.60 -1.07 -1.21
H -0.53 -5.06 2.69
H -0.28 -2.73 -1.45
C -2.23 -1.63 5.26
S 3.81 -0.66 2.67
H 2.03 0.32 5.58
Te -1.08 1.67 0.74
C -0.75 -0.94 -6.46
H -1.49 -1.47 -4.52
N 2.36 1.53 3.55
C -2.40 -0.24 -2.27
H 0.19 -0.27 -8.27
C 2.09 2.94 -1.66
C -1.19 -0.92 -2.10
C 1.69 4.19 -2.08
H -2.40 -3.76 -0.69
H -4.54 -0.32 -2.08
C 2.86 -3.28 -3.03
O 0.41 -0.88 1.26
H -1.55 2.29 5.98
H -1.48 -1.56 -6.97
N 2.79 -0.09 5.05
N 2.13 2.57 -0.38
C 1.85 -2.35 -3.20
C 1.30 5.10 -1.11
Br -2.51 -4.82 4.82
C 1.71 -1.27 -2.31
C 1.11 0.60 -5.13
C -2.05 3.54 0.28
C 1.12 0.55 -6.52
H -1.31 4.24 -0.11
C -2.41 -2.78 -1.15
H -3.32 1.19 2.17
H 3.02 -1.05 5.22
H 2.95 -4.12 -3.71
C -0.64 -4.00 2.87
C -3.61 -2.11 -1.34
C -1.47 -3.55 3.85
C -2.97 0.81 1.21
C 1.78 3.46 0.57
H -0.03 2.22 5.02
H 1.85 1.21 -4.61
C -1.52 -2.18 4.18
C -2.13 -0.30 5.54
H -2.69 0.13 6.37
H 2.41 2.19 -2.37
H -1.56 2.56 4.22
H 1.16 -2.47 -4.03
H -2.84 3.40 -0.47
H 4.32 -1.98 -0.27
C -0.07 -1.70 2.16
C -1.29 0.51 4.75
N -0.67 0.03 3.70
H -3.68 1.07 0.42
C 0.08 -3.09 2.07
C 1.89 3.05 1.98
H 0.96 6.09 -1.40
C 3.75 -3.12 -1.97
H 1.86 1.12 -7.08
C 1.36 4.74 0.23
C 0.19 -0.12 -4.38
```

- E: -8612.11139 a.u.
- Total charge: -1
- HOMO: -4.69 eV
- Gap between HOMO and LUMO: 6.7276 eV
- Multiplicity: 1



Molecular formula: C5H2ClN3S3
Method: DFT, ωB97M-V/def2-TZVPD

```
14
Properties=species:S:1:pos:R:3
H 2.81 1.27 -0.60
C -1.51 -0.78 0.91
S -1.24 -3.07 2.59
Cl 0.95 -1.43 -0.35
N 0.07 -2.34 1.82
H 1.89 2.21 -2.80
S -2.62 -1.43 2.11
N -1.76 0.41 0.37
C 1.58 1.33 -0.78
C -0.60 0.89 -0.47
S -0.90 1.65 -1.89
C -0.24 -1.49 0.93
C 0.97 1.92 -1.93
N 0.60 0.87 0.08
```

- E: -2010.59482 a.u.
- HOMO: -8.60 eV
- SMILES: Clc1nss/c1=N/c1nccs1
- Gap between HOMO and LUMO: 7.5723 eV
- Multiplicity: 1



Molecular formula: C3H7NO2
Method: DFT, ωB97M-V/def2-TZVPD

```
13
Properties=species:S:1:pos:R:3
O 1.30 0.67 0.50
H 0.22 -0.85 1.16
H 0.36 -2.26 -0.77
H 0.06 -0.96 -1.89
O -1.87 0.04 -0.82
H 1.59 1.01 -0.36
N -1.19 1.54 0.76
H -2.06 2.04 0.85
C 0.62 -1.22 -0.97
H 1.69 -1.17 -1.19
C -1.05 0.44 -0.01
H -0.41 1.81 1.34
C 0.29 -0.30 0.21
```

- E: -323.75906 a.u.
- HOMO: -9.60 eV
- SMILES: C[C@@H](O)C(N)=O
- Gap between HOMO and LUMO: 10.4092 eV
- Multiplicity: 1



Molecular formula: C34H53N3O18P
Method: DFT, ωB97M-V/def2-TZVPD

```
109
Properties=species:S:1:pos:R:3
H -8.93 -6.60 1.16
O 6.74 4.61 0.95
H 3.51 7.38 -0.69
H 1.88 1.00 -3.80
H 3.99 -1.16 -1.20
H -8.94 -4.24 2.72
C 3.92 5.12 -1.24
C 6.48 4.49 2.11
C 4.43 3.25 4.70
C 6.35 -3.84 4.37
H -2.20 0.77 -0.36
C -5.69 -1.03 -4.02
C 3.84 -3.48 -4.59
H 4.28 -2.61 -7.15
C 2.72 1.76 -1.91
H -0.28 1.50 -3.12
O 6.98 5.27 3.10
H -5.52 -2.11 -4.10
O -2.64 0.29 -4.65
H -0.25 -0.19 -2.46
P 4.08 -0.16 -0.19
H 6.79 -2.62 1.93
C -8.00 -4.68 0.80
H 1.96 -1.66 -5.39
H 3.07 -0.38 0.81
H 4.47 3.47 5.77
H -4.92 -2.27 -1.56
C 1.78 0.74 -2.69
H 2.16 -0.31 -2.49
C -5.49 2.15 0.48
H -5.46 0.54 2.70
H -5.36 -0.89 -0.58
H -0.35 0.52 1.13
H 7.44 -1.98 4.35
O -4.99 2.94 1.47
H 3.95 0.01 -5.60
O -8.32 -3.45 0.14
C 0.22 0.84 -2.33
O 2.63 -3.59 -5.20
H 6.80 5.10 5.16
C 3.72 6.31 -0.99
C -7.55 0.93 3.07
O -3.90 -0.25 -2.85
H 4.20 2.19 4.57
H -7.29 -4.88 2.83
C 5.75 3.59 4.03
H 1.30 1.30 0.82
O 5.62 3.55 2.60
H 5.13 2.86 0.22
H -8.97 -6.07 -0.53
H -1.87 2.57 -0.08
H 3.43 -0.18 -7.30
O 4.72 -2.42 6.97
H -7.52 1.16 4.13
N 3.69 1.45 -0.89
H 5.98 0.70 0.37
C -0.11 1.50 -0.92
C -5.30 -0.46 -2.68
C 6.20 5.00 4.26
H 3.61 3.80 4.25
H 5.55 -4.34 3.81
H 5.12 -2.20 2.38
O 4.21 -4.17 -3.69
H -5.18 2.78 3.54
H -10.06 -5.33 0.63
H -2.12 2.01 -1.80
C 3.90 -2.04 -6.30
O -4.79 -0.37 -4.90
O 5.48 -1.81 4.93
C 2.67 3.23 -2.18
H -6.72 -0.81 -4.28
C 5.34 -2.66 5.98
H 5.38 5.72 4.30
O -7.47 -2.92 2.15
N 5.51 -0.22 0.48
O 4.58 -2.47 -5.13
C 6.46 -2.37 4.06
C -9.05 -5.73 0.51
O -7.81 -1.30 0.62
C 4.11 -0.56 -6.53
C 4.30 2.69 -0.53
C -1.71 1.69 -0.79
C -6.23 1.26 2.40
C -3.68 -0.07 -4.18
H 7.28 -4.37 4.21
C -7.86 -2.45 0.94
O -6.35 1.22 0.98
H 1.90 -2.61 -6.89
C 2.48 -2.41 -5.99
H 2.02 3.80 -2.91
N 3.68 3.69 -1.27
C -5.57 -1.39 -1.53
H -7.02 -5.01 0.45
H 6.36 -0.98 2.43
H 6.52 2.87 4.32
C -7.96 -4.26 2.24
C -5.78 2.68 2.63
C 0.45 0.69 0.34
C 6.17 -2.03 2.62
H 0.32 2.56 -0.90
O -5.22 2.27 -0.68
O 6.00 -3.83 5.75
H -6.60 3.40 2.66
H 0.88 -0.34 0.06
H 5.13 -0.36 -6.84
H -7.78 -0.12 2.94
H -6.61 -1.72 -1.52
H -5.77 0.51 -2.51
H -8.37 1.49 2.61
```

- E: -3186.96805 a.u.
- Total charge: +1
- HOMO: -12.07 eV
- Gap between HOMO and LUMO: 8.6398 eV
- Multiplicity: 1